{"formula": "C6H11O3", "method": "ωB97M-V/def2-TZVPD", "symbols": ["O", "C", "O", "C", "C", "C", "C", "C", "H", "H", "H", "H", "H", "H", "H", "H", "H", "H", "H", "O"], "xyz": [[-0.353, -1.402, -1.794], [-0.131, -2.107, -0.770], [0.727, -3.004, -0.641], [-0.877, -1.734, 0.525], [-0.127, -0.640, 1.302], [0.284, 0.563, 0.497], [1.426, 1.233, 0.552], [1.809, 2.302, -0.437], [-0.918, -2.610, 1.174], [-1.925, -1.468, 0.338], [-0.764, -0.347, 2.148], [0.728, -1.151, 1.742], [-0.287, 0.592, -0.431], [2.079, 1.099, 1.410], [1.459, 3.263, -0.042], [1.318, 2.101, -1.379], [2.880, 2.444, -0.598], [-2.545, 0.777, -0.608], [-1.997, -0.246, -1.557], [-2.786, 0.334, -1.431]], "e_lumo_ha": 0.137, "gap_ev": 8.1, "total_charge": -1, "homo_energy_ev": -4.384}